Here is C36H49F10InN2O34P as an isolated structure from the Open Molecules 2025 dataset. Energies are from ωB97M-V/def2-TZVPD.

Last column: Mulliken charge in e.
Geometry (Å):
C -0.664 4.593 1.660  -1.445
C -0.116 4.069 0.326  0.323
C 1.246 4.677 -0.032  -0.077
C 2.405 4.052 0.788  -0.829
N 3.610 3.695 0.041  -0.680
In 3.603 1.798 -0.873  1.081
O 5.428 0.900 -0.497  -0.838
N 3.402 1.874 -2.983  -0.681
C 2.079 1.552 -3.517  0.804
C 2.160 0.911 -4.920  -1.210
P 1.877 0.188 0.098  -0.144
O 1.843 0.047 1.572  -0.515
O 2.214 -1.292 -0.574  -0.473
O 0.346 0.451 -0.385  -0.004
H -0.255 4.002 2.482  0.362
H -1.745 4.425 1.693  0.452
H -0.441 5.647 1.830  0.244
H -0.833 4.213 -0.478  0.243
H 0.044 2.993 0.426  0.031
H 1.454 4.518 -1.094  0.335
H 1.222 5.752 0.168  -0.026
H 2.041 3.183 1.347  0.277
H 2.684 4.792 1.556  0.261
H 3.790 4.417 -0.647  0.234
H 5.323 0.390 0.307  0.234
H 3.695 2.784 -3.320  0.233
H 1.638 0.800 -2.855  -0.686
H 1.434 2.435 -3.572  0.247
H 3.052 1.288 -5.420  0.405
H 1.283 1.166 -5.518  0.224
H 2.216 -0.177 -4.850  0.230
H 2.847 -1.144 -1.283  0.324
H 0.248 0.367 -1.336  0.117
C 3.414 -1.418 3.977  -0.291
C 4.412 -2.334 3.308  0.392
O 5.273 -2.692 4.389  -0.347
C 4.553 -2.602 5.532  0.614
O 4.876 -3.067 6.579  -0.551
O 3.404 -1.936 5.320  -0.267
F 5.139 -1.721 2.353  -0.268
H 3.767 -0.387 3.982  0.237
H 2.423 -1.450 3.534  0.197
H 3.980 -3.245 2.890  0.270
C -4.174 1.121 -0.720  -0.360
C -4.336 0.673 -2.155  0.361
O -3.338 1.420 -2.822  -0.354
C -2.347 1.689 -1.916  0.706
O -1.266 2.078 -2.193  -0.431
O -2.782 1.432 -0.662  -0.330
F -5.554 0.995 -2.658  -0.243
H -4.763 2.020 -0.528  0.270
H -4.423 0.354 0.008  0.315
H -4.158 -0.390 -2.321  0.089
C -10.500 0.727 -3.250  -0.414
C -9.700 1.354 -4.372  0.313
O -8.916 2.307 -3.689  -0.297
C -8.742 1.869 -2.407  0.682
O -7.944 2.294 -1.651  -0.476
O -9.611 0.859 -2.142  -0.318
F -10.489 1.984 -5.277  -0.286
H -11.411 1.297 -3.060  0.275
H -10.747 -0.317 -3.419  0.261
H -9.041 0.664 -4.902  0.272
C 2.335 -5.149 7.531  -0.141
C 1.562 -3.867 7.329  0.496
O 0.569 -3.941 8.343  -0.377
C 1.069 -4.706 9.351  0.613
O 0.598 -4.777 10.438  -0.539
O 2.173 -5.364 8.942  -0.353
F 0.952 -3.820 6.118  -0.297
H 1.880 -5.976 6.984  0.096
H 3.382 -5.068 7.268  0.213
H 2.155 -2.963 7.463  0.295
C 0.599 1.778 -10.367  -0.438
C 1.467 2.407 -9.299  0.283
O 0.951 1.842 -8.113  -0.237
C 0.413 0.629 -8.430  0.635
O 0.117 -0.213 -7.657  -0.441
O 0.271 0.521 -9.779  -0.356
F 1.327 3.754 -9.257  -0.277
H -0.310 2.363 -10.518  0.278
H 1.107 1.635 -11.316  0.266
H 2.530 2.167 -9.375  0.291
C -0.411 -3.584 -3.747  -0.543
C -1.311 -2.390 -3.980  0.538
O -2.396 -2.663 -3.105  -0.333
C -1.929 -3.427 -2.077  0.642
O -2.514 -3.640 -1.073  -0.534
O -0.705 -3.921 -2.387  -0.300
F -1.771 -2.334 -5.249  -0.320
H -0.694 -4.413 -4.399  0.286
H 0.646 -3.365 -3.867  0.338
H -0.868 -1.428 -3.717  0.154
C -2.349 4.805 6.633  -0.455
C -2.481 4.502 5.156  0.313
O -1.473 5.310 4.591  -0.224
C -0.501 5.492 5.529  0.612
O 0.579 5.916 5.316  -0.475
O -0.961 5.114 6.752  -0.345
F -3.688 4.874 4.663  -0.295
H -2.944 5.681 6.901  0.272
H -2.612 3.970 7.277  0.275
H -2.295 3.461 4.886  0.305
C 3.137 -8.682 3.691  -0.291
C 4.516 -9.280 3.857  0.277
O 5.182 -8.306 4.633  -0.331
C 4.245 -7.639 5.363  0.612
O 4.494 -6.922 6.272  -0.463
O 3.004 -7.918 4.900  -0.275
F 5.162 -9.433 2.678  -0.285
H 3.095 -8.019 2.828  0.215
H 2.345 -9.421 3.612  0.248
H 4.536 -10.233 4.392  0.282
C -0.155 9.526 0.301  -0.417
C -1.610 9.442 0.708  0.338
O -2.126 8.493 -0.199  -0.327
C -1.098 7.667 -0.571  0.644
O -1.224 6.626 -1.106  -0.452
O 0.088 8.216 -0.203  -0.310
F -2.262 10.623 0.544  -0.305
H -0.019 10.259 -0.497  0.277
H 0.518 9.748 1.124  0.279
H -1.777 9.090 1.727  0.232
C 0.175 -7.006 -1.803  -0.046
C 1.349 -7.732 -2.419  0.339
O 2.117 -8.087 -1.289  -0.309
C 1.271 -8.189 -0.226  0.629
O 1.560 -8.696 0.805  -0.531
O 0.070 -7.650 -0.526  -0.330
F 2.081 -6.934 -3.233  -0.275
H 0.386 -5.947 -1.656  0.058
H -0.747 -7.118 -2.367  0.247
H 1.087 -8.640 -2.966  0.267

Force components x, y, z for each atom (eV/Å):
C -0.17 -0.70 -0.26
C 0.39 0.03 0.17
C -0.04 -0.45 0.30
C 0.25 0.69 0.12
N -0.36 -0.46 -0.06
In 0.64 0.57 -0.22
O -0.45 -0.01 -0.22
N -0.21 -0.32 0.36
C 0.82 0.00 -0.39
C -0.25 0.28 0.24
P 0.05 -0.31 0.29
O 0.06 -0.06 0.28
O -0.30 0.27 -0.10
O 0.03 -0.31 0.29
H 0.18 0.25 0.10
H -0.03 0.24 0.09
H -0.07 0.03 0.01
H -0.02 0.14 -0.01
H -0.24 -0.06 -0.15
H -0.02 0.04 -0.02
H -0.01 0.06 -0.28
H 0.03 -0.09 -0.10
H -0.06 -0.11 0.11
H 0.05 0.06 0.03
H 0.17 -0.12 0.23
H -0.03 0.00 -0.12
H -0.35 0.19 0.07
H -0.27 -0.15 0.17
H 0.00 -0.08 -0.08
H -0.01 -0.09 -0.05
H 0.19 -0.02 -0.09
H 0.26 -0.13 -0.11
H -0.03 0.27 -0.31
C -0.25 0.14 -0.19
C 0.05 0.13 -0.01
O -0.13 -0.23 0.00
C -0.02 0.07 -0.03
O 0.04 0.00 0.08
O 0.01 0.02 0.00
F 0.08 0.03 0.07
H 0.06 -0.01 -0.06
H -0.02 -0.02 0.08
H 0.03 0.02 -0.09
C -0.06 -0.01 0.15
C 0.02 0.11 0.02
O 0.09 -0.26 -0.01
C -0.06 0.13 0.23
O 0.00 -0.02 -0.28
O -0.06 0.02 -0.05
F 0.03 0.02 -0.12
H -0.06 -0.01 -0.08
H 0.16 -0.03 0.01
H -0.10 -0.05 -0.05
C -0.09 -0.12 0.03
C 0.00 0.12 0.05
O 0.12 -0.17 -0.05
C -0.04 -0.03 -0.02
O -0.02 0.15 0.18
O -0.02 0.01 -0.06
F -0.02 0.05 0.04
H 0.00 0.05 -0.09
H 0.11 -0.04 0.09
H -0.06 0.02 -0.10
C 0.11 0.04 -0.01
C -0.07 -0.07 -0.06
O 0.19 0.16 0.11
C -0.01 -0.12 -0.04
O -0.07 -0.03 0.04
O -0.04 0.03 -0.05
F -0.07 -0.04 0.03
H -0.06 0.05 -0.05
H 0.05 0.00 0.20
H -0.05 0.05 -0.12
C -0.01 -0.03 -0.15
C -0.08 0.11 0.11
O 0.13 -0.22 -0.13
C -0.08 0.07 -0.03
O -0.08 -0.04 0.08
O 0.04 0.04 -0.01
F -0.04 -0.01 0.03
H 0.03 0.08 0.05
H 0.02 -0.14 0.04
H 0.03 0.11 -0.01
C 0.25 -0.02 -0.01
C -0.09 -0.01 -0.08
O 0.13 0.24 0.20
C 0.02 -0.08 -0.19
O -0.10 -0.06 0.09
O -0.06 0.05 -0.09
F -0.06 -0.07 0.05
H -0.06 0.06 -0.06
H 0.01 0.02 0.17
H 0.00 0.05 -0.11
C -0.03 -0.06 0.14
C 0.02 0.06 -0.07
O 0.08 -0.12 0.08
C -0.09 0.07 0.06
O 0.06 0.12 -0.02
O -0.04 -0.03 -0.04
F 0.02 0.07 0.01
H -0.06 0.00 -0.08
H 0.15 -0.03 0.01
H -0.12 -0.01 -0.06
C -0.15 0.00 -0.05
C 0.03 0.08 -0.07
O -0.05 -0.18 0.17
C 0.07 0.13 -0.09
O -0.04 -0.06 -0.05
O 0.10 -0.05 -0.02
F 0.02 0.05 0.00
H 0.07 -0.04 -0.04
H -0.06 0.06 0.15
H 0.04 -0.06 -0.09
C 0.14 0.06 0.06
C -0.05 -0.03 -0.11
O 0.02 -0.09 0.19
C 0.14 0.00 0.09
O -0.16 0.05 -0.25
O -0.05 0.07 -0.03
F 0.00 0.00 -0.06
H -0.09 0.05 0.02
H 0.03 -0.15 0.01
H -0.05 0.11 0.03
C -0.13 0.07 0.02
C 0.05 0.08 0.02
O -0.08 -0.20 -0.04
C 0.03 0.11 0.00
O -0.02 0.02 0.13
O 0.08 -0.08 -0.06
F 0.03 0.04 0.04
H 0.09 0.00 -0.06
H -0.08 -0.11 0.16
H 0.04 0.05 -0.11

Summary:
gap between HOMO and LUMO = 6.12 eV
energy = -152364.60349 eV
lowest unoccupied orbital energy = 1.7 eV
net charge = -1

***

Here is a single C27H26N2O3 molecule from the Open Molecules 2025 dataset. Energies are from ωB97M-V/def2-TZVPD.

Last column: natural (NBO) charge in e.
Geometry (Å):
C 6.126 -0.911 2.428  -0.241
O 5.994 -0.029 1.337  -0.511
C 4.772 0.280 0.817  0.314
C 4.815 1.230 -0.200  -0.255
C 3.677 1.650 -0.861  -0.226
C 2.442 1.143 -0.493  -0.045
C 1.185 1.496 -1.235  -0.432
C 0.918 0.487 -2.373  -0.208
N 1.012 -0.891 -1.941  -0.440
C 2.246 -1.588 -2.235  -0.422
C 0.107 -1.484 -1.131  0.660
O 0.299 -2.563 -0.593  -0.625
C -1.193 -0.761 -0.935  -0.066
C -1.532 -0.273 0.299  -0.257
C -2.776 0.378 0.482  0.283
C -3.160 0.927 1.789  -0.010
C -2.694 0.379 2.982  -0.223
C -3.081 0.917 4.195  -0.210
C -3.933 2.008 4.235  -0.203
C -4.410 2.554 3.054  -0.209
C -4.030 2.016 1.840  -0.202
N -3.627 0.543 -0.504  -0.439
C -3.346 0.032 -1.714  0.140
C -4.301 0.182 -2.742  -0.192
C -4.071 -0.346 -3.981  -0.201
C -2.885 -1.049 -4.248  -0.210
C -1.934 -1.202 -3.277  -0.203
C -2.134 -0.659 -1.993  -0.030
C 2.386 0.214 0.538  -0.244
C 3.522 -0.253 1.186  0.212
O 3.469 -1.218 2.158  -0.511
C 2.233 -1.842 2.421  -0.259
H 5.808 -1.924 2.172  0.183
H 5.563 -0.566 3.298  0.181
H 7.191 -0.914 2.662  0.187
H 5.784 1.621 -0.465  0.225
H 3.755 2.373 -1.658  0.210
H 0.336 1.494 -0.551  0.218
H 1.268 2.490 -1.677  0.220
H -0.070 0.683 -2.799  0.217
H 1.663 0.627 -3.159  0.211
H 2.194 -2.572 -1.773  0.246
H 2.357 -1.701 -3.316  0.195
H 3.107 -1.048 -1.839  0.213
H -0.844 -0.357 1.126  0.220
H -2.052 -0.490 2.967  0.211
H -2.719 0.480 5.115  0.214
H -4.229 2.428 5.185  0.213
H -5.080 3.400 3.082  0.214
H -4.396 2.425 0.911  0.232
H -5.212 0.711 -2.510  0.227
H -4.806 -0.236 -4.765  0.217
H -2.729 -1.472 -5.230  0.216
H -1.027 -1.754 -3.478  0.219
H 1.423 -0.171 0.825  0.205
H 1.793 -2.278 1.519  0.204
H 2.459 -2.637 3.131  0.199
H 1.523 -1.146 2.881  0.169

Force components x, y, z for each atom (eV/Å):
C 0.18 -0.28 0.37
O -0.20 0.15 -0.28
C 0.04 0.10 -0.10
C 0.01 -0.22 0.16
C -0.12 -0.07 0.08
C -0.03 0.18 0.08
C 0.13 -0.19 -0.18
C -0.27 0.51 0.10
N 0.01 -0.15 -0.08
C 0.14 -0.33 0.02
C 0.16 0.07 -0.11
O -0.15 -0.17 0.20
C -0.41 -0.01 0.35
C 0.11 -0.14 -0.36
C 0.03 -0.13 -0.50
C -0.13 0.21 0.44
C -0.01 0.03 -0.17
C 0.01 0.01 0.14
C 0.00 -0.01 0.06
C -0.03 0.04 0.03
C 0.09 -0.07 -0.05
N -0.20 0.18 0.50
C 0.52 -0.32 -0.35
C -0.02 -0.08 -0.24
C -0.20 0.16 0.16
C 0.31 -0.13 0.03
C -0.07 -0.07 -0.23
C -0.28 0.24 0.23
C 0.06 0.05 0.02
C 0.05 -0.14 0.10
O 0.36 0.34 -0.23
C -0.22 -0.16 0.04
H 0.04 0.09 0.04
H 0.05 -0.04 -0.06
H -0.08 -0.01 0.01
H 0.13 0.04 -0.01
H 0.01 0.11 -0.10
H 0.01 0.07 -0.05
H -0.06 0.05 0.03
H 0.15 0.00 -0.08
H -0.09 -0.03 0.00
H 0.09 0.08 -0.07
H 0.03 0.03 0.00
H 0.01 0.01 0.00
H 0.08 -0.03 0.07
H 0.07 -0.07 -0.02
H 0.02 -0.04 0.06
H -0.02 0.03 0.07
H -0.04 0.07 -0.01
H -0.04 0.04 -0.06
H -0.09 0.06 0.03
H -0.08 0.03 -0.04
H 0.04 -0.05 -0.06
H 0.07 -0.03 -0.06
H -0.10 -0.10 0.08
H 0.01 0.04 0.02
H -0.07 0.05 -0.02
H 0.00 -0.01 -0.03

Summary:
gap between HOMO and LUMO = 7.86 eV
energy = -37543.85720 eV
lowest unoccupied orbital energy = -0.1 eV
SMILES = COc1ccc(CCN(C)C(=O)c2cc(-c3ccccc3)nc3ccccc23)cc1OC
energy above the lowest of the compared OMol25 structures with the same formula, charge and spin = 1.191 eV
net charge = 0

***

Question: The lowest net charge belongs to which entry?
Answer: C36H49F10InN2O34P

***

Question: What is the gap between HOMO and LUMO in the first record?
Answer: 6.12 eV